Record 1
The following is a quantum chemistry calculation of C11H11BrN2O in the gas phase in a non-equilibrium geometry, from the Open Molecules 2025 dataset.

```
26
Properties=species:S:1:pos:R:3
C -1.67 0.17 1.45
C -1.64 -1.07 -0.63
C -3.00 0.44 1.27
C -2.99 -0.80 -0.80
C -0.96 -0.62 0.51
C -3.66 -0.05 0.15
C 1.06 0.74 -0.87
C 2.36 0.73 -0.36
C 2.48 -1.63 -0.25
C 0.43 -0.83 0.67
C 2.94 2.05 0.06
N 3.03 -0.35 -0.10
N 0.29 0.94 -1.79
O 1.06 -1.79 -0.05
Br -5.52 0.31 -0.08
H -1.15 0.55 2.31
H -1.11 -1.68 -1.34
H -3.55 1.03 1.99
H -3.51 -1.17 -1.67
H 2.64 -2.02 -1.27
H 3.00 -2.28 0.46
H 0.94 -0.48 1.56
H 3.96 1.89 0.40
H 2.35 2.48 0.87
H 2.93 2.75 -0.78
H -0.70 0.71 -1.69
```

Values from the calculation:
LUMO level (alpha / beta) = -0.38 / -0.38 eV
ΔE to the lowest compared entry with this formula, charge and spin = 155.46 kJ/mol

---

Record 2
The following is a quantum chemistry calculation of C4H5ClS2 in the gas phase in a non-equilibrium geometry, from the Open Molecules 2025 dataset.

```
12
Properties=species:S:1:pos:R:3
C -1.34 0.63 -0.49
C -1.21 -0.67 -0.92
C -0.40 1.33 0.19
C 0.98 -0.68 0.85
S 0.15 -1.70 -0.37
S 2.62 -0.18 0.36
Cl 1.00 -1.38 2.56
H -2.46 0.84 -0.53
H -1.87 -1.22 -1.49
H 0.64 1.53 -0.14
H -0.80 2.11 0.79
H 2.69 -0.62 -0.81
```

Values from the calculation:
LUMO level (alpha / beta) = -0.78 / -0.98 eV
ΔE to the lowest compared entry with this formula, charge and spin = 353.45 kJ/mol

---

Record 3
The following is a quantum chemistry calculation of a molecular structure, C17H24AlBeBr4ClF12KN4O10S in a non-equilibrium geometry, from the Open Molecules 2025 dataset.

```
76
Properties=species:S:1:pos:R:3
O 5.63 -0.10 -0.31
C 4.64 0.50 -0.60
F 3.92 1.09 0.34
C 4.06 0.68 -1.97
C 3.43 -0.62 -2.38
N 4.20 -1.64 -2.04
N 3.76 -2.82 -2.40
C 2.61 -3.10 -2.97
C 1.73 -2.06 -3.32
Br 0.12 -2.60 -4.05
C 2.20 -0.76 -3.05
S 1.28 0.70 -3.57
O 0.33 0.38 -4.57
O 2.25 1.68 -3.95
C 0.35 1.44 -2.11
F -0.63 2.15 -2.68
F 1.15 2.29 -1.47
C -0.32 0.48 -1.08
F -0.56 1.22 0.01
F 0.51 -0.51 -0.71
C -1.69 -0.11 -1.53
F -1.73 -0.29 -2.82
F -2.67 0.70 -1.13
F -1.85 -1.29 -0.93
H 4.89 0.86 -2.67
H 3.36 1.51 -1.90
H 4.44 -3.54 -2.17
H 2.36 -4.12 -3.16
N 7.33 0.99 -2.63
O 8.50 0.91 -2.28
O 6.71 2.08 -2.61
O 6.70 -0.04 -2.97
O 8.41 0.40 1.37
H 8.64 -0.52 1.49
H 7.61 0.39 0.83
Be 4.70 -1.95 0.45
C 7.32 -4.27 3.38
C 6.94 -3.74 2.08
N 6.62 -3.29 1.07
H 8.28 -3.86 3.67
H 6.57 -4.00 4.11
H 7.39 -5.36 3.32
C -5.69 -1.22 -1.02
O -5.67 0.05 -0.56
H -6.74 -1.67 -0.67
H -5.71 -1.28 -2.14
H -4.87 -1.82 -0.61
H -4.82 0.47 -0.81
F -4.77 -1.89 -6.60
Al -3.63 -1.32 -5.53
F -2.61 -2.60 -5.03
F -4.41 -0.74 -4.12
F -2.68 -0.11 -6.19
C -5.16 2.57 1.99
O -4.16 3.37 2.60
C -4.10 3.21 4.00
C -2.95 2.31 4.40
O -3.15 0.98 3.96
C -2.41 0.66 2.80
H -4.99 2.59 0.92
H -5.11 1.53 2.34
H -6.15 2.98 2.20
H -5.04 2.82 4.39
H -3.94 4.20 4.44
H -2.88 2.29 5.50
H -2.00 2.71 4.02
H -1.35 0.55 3.04
H -2.53 1.41 2.02
H -2.78 -0.30 2.43
C -7.92 3.28 6.31
Br -7.17 2.02 7.56
Br -6.74 4.77 6.03
Br -8.38 2.43 4.65
H -8.83 3.66 6.75
Cl -7.30 -3.11 -0.13
K 7.16 -4.66 -1.05
```

Values from the calculation:
LUMO level = -8.71 eV
charge = +1

---

Record 4
The following is a quantum chemistry calculation of 9 unconnected molecules or ions with the total composition C10H38N8O12 in a non-equilibrium geometry, from the Open Molecules 2025 dataset.

```
68
Properties=species:S:1:pos:R:3
C -0.34 3.94 -3.73
C -1.28 3.12 -2.83
O -1.97 4.00 -1.99
O 0.78 4.40 -3.02
H -0.88 4.78 -4.18
H -0.03 3.31 -4.56
H -0.65 2.41 -2.28
H -2.04 2.57 -3.40
H -2.29 3.61 -1.16
H 0.59 5.04 -2.32
C 3.71 -2.99 -0.79
C 2.33 -2.37 -0.59
O 2.40 -0.95 -0.59
O 4.16 -2.90 -2.17
H 3.58 -4.06 -0.61
H 4.44 -2.38 -0.28
H 2.01 -2.83 0.35
H 1.56 -2.79 -1.25
H 1.95 -0.69 -1.40
H 4.32 -1.97 -2.36
C -2.47 2.63 1.78
C -1.30 3.09 2.63
O -0.35 2.09 2.96
O -2.14 2.47 0.39
H -3.26 3.38 1.85
H -2.91 1.68 2.10
H -1.75 3.60 3.49
H -0.75 3.84 2.05
H -0.16 2.21 3.90
H -1.42 1.83 0.34
C 2.11 -1.28 3.12
O 2.51 -2.36 2.69
N 2.21 -0.12 2.40
N 1.59 -1.06 4.35
H 1.79 0.77 2.60
H 2.53 -0.30 1.46
H 0.96 -0.28 4.44
H 1.59 -1.76 5.08
C -1.60 -3.13 0.07
O -0.70 -2.53 0.67
N -2.22 -4.26 0.53
N -1.85 -2.87 -1.24
H -2.72 -4.82 -0.14
H -1.80 -4.62 1.37
H -2.56 -3.28 -1.81
H -1.26 -2.11 -1.56
C 0.18 -0.31 -3.88
O 0.14 -0.49 -2.67
N 1.08 0.59 -4.45
N -0.51 -0.97 -4.84
H 0.94 0.90 -5.40
H 1.78 1.01 -3.87
H -1.20 -1.67 -4.63
H -0.29 -0.79 -5.79
C -1.32 -1.45 4.15
O -1.58 -0.84 5.20
N -0.82 -0.87 3.02
N -1.63 -2.75 4.03
H -0.81 -1.52 2.24
H -0.70 0.12 3.06
H -2.27 -3.16 4.69
H -1.25 -3.33 3.31
O 1.07 2.99 0.27
H 0.44 2.31 0.57
H 0.61 3.46 -0.43
O -0.24 0.58 -0.22
H 0.34 0.04 0.34
H -0.34 0.08 -1.04
```

Values from the calculation:
LUMO level = -0.06 eV
SMILES string = NC(N)=O.NC(N)=O.NC(N)=O.NC(N)=O.OCCO.OCCO.OCCO.O.O
ΔE to the lowest compared entry with this formula, charge and spin = 0.00 kJ/mol

---

Record 5
The following is a quantum chemistry calculation of a gas-phase ion, C3H9N2O (charge +1) in a non-equilibrium geometry, from the Open Molecules 2025 dataset.

```
15
Properties=species:S:1:pos:R:3
C -0.77 0.42 0.48
C 0.01 1.26 -0.54
C 0.28 -0.48 1.03
N 1.02 0.38 -1.22
N 0.29 -1.73 0.90
O -1.96 -0.33 0.18
H -1.13 1.01 1.26
H 0.66 1.92 0.23
H -0.77 1.96 -1.11
H 1.16 -0.03 1.28
H 2.00 0.56 -1.06
H 0.92 0.16 -2.17
H -2.07 -0.57 -0.89
H 1.04 -2.44 0.94
H -0.69 -2.09 0.69
```

Values from the calculation:
LUMO level = -4.55 eV
SMILES string = NC[C@@H](O)C=[NH2+]
charge = +1
ΔE to the lowest compared entry with this formula, charge and spin = 300.89 kJ/mol

---

Record 6
The following is a quantum chemistry calculation of a molecular structure, C31H35F9N4OP2Tc in a non-equilibrium geometry, from the Open Molecules 2025 dataset.

```
83
Properties=species:S:1:pos:R:3
Tc 0.01 -0.28 1.57
C -1.75 -1.71 -4.18
C -0.56 -1.08 -4.22
C -0.34 0.33 -4.70
C -1.41 1.41 -4.38
C -2.04 1.33 -3.01
C -2.78 0.32 -2.54
C -3.75 -0.41 -3.41
C -3.07 -1.13 -4.59
C -1.31 0.31 3.15
H -1.79 -2.78 -3.96
H 0.35 -1.68 -4.19
H -0.20 0.34 -5.79
H 0.62 0.66 -4.29
H -0.88 2.38 -4.43
H -2.15 1.44 -5.19
H -2.08 2.32 -2.51
H -2.76 0.02 -1.49
H -4.50 0.29 -3.81
H -4.30 -1.15 -2.80
H -3.73 -1.95 -4.92
H -2.97 -0.43 -5.43
H -1.54 -0.61 3.71
H -2.28 0.75 2.86
H -0.85 0.98 3.88
P -0.43 1.67 0.55
P 1.37 -0.81 -0.16
N -2.15 1.92 0.40
N 0.09 3.14 1.29
N 0.56 -2.22 -0.79
N 2.98 -1.39 -0.13
C 0.29 1.58 -1.11
C 1.35 0.49 -1.40
C -3.06 0.87 0.58
C -4.35 1.35 0.38
C -4.23 2.74 0.06
C -2.87 3.06 0.07
C -0.19 3.49 2.62
C 0.61 4.56 2.98
C 1.42 4.89 1.84
C 1.09 4.00 0.83
C -0.56 -2.72 -0.13
C -1.12 -3.72 -0.90
C -0.36 -3.82 -2.09
C 0.68 -2.90 -2.00
C 3.68 -2.07 -1.14
C 4.91 -2.46 -0.64
C 5.01 -1.98 0.70
C 3.83 -1.31 0.98
H 0.70 2.57 -1.37
H -0.55 1.40 -1.79
H 1.18 0.03 -2.38
H 2.36 0.93 -1.39
H -2.73 -0.13 0.84
H -5.25 0.77 0.44
H -5.04 3.42 -0.16
H -2.36 3.99 -0.11
H -0.93 2.95 3.19
H 0.64 5.04 3.94
H 2.17 5.67 1.78
H 1.47 3.89 -0.17
H -0.84 -2.33 0.85
H -1.98 -4.32 -0.62
H -0.56 -4.45 -2.94
H 1.49 -2.70 -2.67
H 3.25 -2.17 -2.12
H 5.64 -3.04 -1.18
H 5.83 -2.13 1.38
H 3.50 -0.76 1.83
F 1.38 -3.45 4.43
C 2.39 -2.57 4.22
F 3.36 -2.81 5.14
F 2.90 -2.86 2.99
C 1.85 -1.11 4.22
O 1.11 -0.95 3.06
C 0.99 -0.89 5.50
F 1.58 -1.33 6.64
F 0.72 0.44 5.64
F -0.20 -1.54 5.37
C 3.07 -0.13 4.33
F 3.37 0.23 5.60
F 4.22 -0.65 3.78
F 2.78 0.99 3.62
```

Values from the calculation:
spin multiplicity = 4
LUMO level (alpha / beta) = -6.67 / -9.31 eV
charge = +2
<S²> = 4.152

---

Number 1: E -86652.2860 eV. Number 2: E -38417.8235 eV. Number 3: E -403898.1526 eV. Number 4: E -47479.9389 eV. Number 5: E -8275.9554 eV. Number 6: E -85933.9180 eV.